DFT (the ωB97M-V functional and the def2-TZVPD basis) results for a 2-piece molecular cluster, C9H14 overall at a distorted geometry.

The geometry in XYZ format:
```
23
Properties=species:S:1:pos:R:3
C 1.40 -1.71 -1.43
C 0.58 -1.37 -0.30
C -0.74 -1.05 -0.49
C -1.59 -0.67 0.62
C -1.10 -0.70 1.93
C 0.26 -1.03 2.09
C 1.08 -1.28 0.95
H 2.44 -2.04 -1.40
H 1.41 -0.86 -2.17
H 0.86 -2.50 -1.97
H -1.10 -1.10 -1.47
H -2.60 -0.45 0.53
H -1.77 -0.53 2.76
H 0.79 -1.14 2.99
H 2.15 -1.32 1.04
C 0.50 2.19 -0.47
C -1.04 2.38 -0.35
H 0.78 2.51 -1.47
H 1.33 2.73 0.12
H 0.56 1.05 -0.30
H -1.32 1.54 -1.01
H -1.47 3.21 -0.82
H -1.42 2.15 0.63
```

Properties
**Relative energy (zero: lowest compared OMol25 entry of this formula, charge and spin)**: 139.4 kJ/mol
**Structure (SMILES)**: Cc1ccccc1.CC
**E**: -9558.7365 eV

Mulliken atomic charge list, values in e, 8 entries: number 1, C, carries -1.55; number 2, C, carries 0.71; number 3, C, carries -0.50; number 4, C, carries -0.49; number 5, C, carries -0.58; number 6, C, carries -0.48; number 7, C, carries -0.26; number 8, H, carries 0.40